C34H96N6O11 | ωB97M-V/def2-TZVPD

Results
E: -68270.861 eV
Structure (SMILES): COC[C@H](C)N.COC[C@H](C)N.COC[C@H](C)N.COC[C@H](C)N.COC[C@H](C)N.COC[C@H](C)N.CCO.CCO.CCO.CCO.CCO
Charge: 0
LUMO: 0.22 eV
Relative energy (zero: lowest compared OMol25 entry of this formula, charge and spin): 345.37 kJ/mol
HOMO-LUMO gap: 9.21 eV

The geometry in XYZ format:
```
147
C34H96N6O11 ωB97M-V/def2-TZVPD
C -10.91 2.69 9.55
O -11.05 3.37 8.29
C -10.22 2.76 7.25
C -10.24 3.61 5.94
C -9.59 5.03 6.09
N -11.56 3.82 5.44
H -11.61 3.26 10.17
H -9.90 2.80 9.95
H -11.20 1.65 9.45
H -9.19 2.65 7.59
H -10.67 1.81 6.98
H -9.60 3.07 5.24
H -9.71 5.69 5.23
H -8.55 4.89 6.38
H -10.14 5.50 6.90
H -12.08 4.11 6.26
H -11.64 4.59 4.79
C -25.12 -3.47 4.96
O -24.28 -4.31 5.74
C -24.51 -5.75 5.67
C -23.44 -6.58 6.37
C -21.97 -6.35 5.93
N -23.69 -8.01 6.07
H -24.86 -3.44 3.91
H -25.05 -2.48 5.43
H -26.12 -3.89 5.01
H -25.44 -5.95 6.21
H -24.58 -6.08 4.63
H -23.60 -6.47 7.44
H -21.64 -7.08 5.19
H -21.21 -6.54 6.70
H -21.80 -5.32 5.60
H -24.65 -8.18 6.36
H -23.66 -7.94 5.06
C -18.24 3.44 13.12
O -18.12 2.04 13.37
C -17.91 1.30 12.15
C -17.94 -0.20 12.45
C -17.69 -1.03 11.19
N -19.22 -0.59 12.97
H -18.63 3.91 14.02
H -19.03 3.59 12.38
H -17.30 3.88 12.79
H -18.65 1.57 11.39
H -16.97 1.65 11.72
H -17.12 -0.62 13.04
H -18.58 -1.09 10.56
H -17.36 -2.01 11.51
H -16.86 -0.54 10.68
H -19.36 -0.22 13.90
H -19.18 -1.59 13.08
C -16.46 1.10 6.64
O -17.34 -0.03 6.35
C -18.67 0.31 6.51
C -19.53 -0.97 6.29
C -19.44 -1.50 4.82
N -20.91 -0.80 6.64
H -15.43 0.75 6.73
H -16.66 1.51 7.63
H -16.49 1.82 5.82
H -18.88 0.79 7.47
H -19.03 1.06 5.80
H -19.08 -1.71 6.95
H -19.80 -0.69 4.18
H -20.04 -2.39 4.64
H -18.41 -1.81 4.61
H -21.45 -1.58 6.29
H -21.07 -0.87 7.63
C -21.76 -4.19 0.49
O -20.37 -4.10 0.59
C -19.71 -5.38 0.43
C -18.23 -5.21 0.84
C -17.35 -4.37 -0.17
N -17.61 -6.52 0.88
H -22.07 -4.82 -0.34
H -22.26 -3.22 0.55
H -22.12 -4.75 1.36
H -20.16 -6.12 1.08
H -19.87 -5.79 -0.57
H -18.32 -4.85 1.86
H -17.42 -4.59 -1.23
H -16.30 -4.30 0.11
H -17.73 -3.35 -0.12
H -17.67 -6.90 -0.05
H -18.13 -7.15 1.46
C -27.63 2.07 8.48
O -26.64 2.71 7.65
C -25.34 2.27 7.90
C -24.35 3.02 7.03
C -24.45 2.61 5.51
N -22.98 2.70 7.45
H -28.61 2.35 8.11
H -27.54 2.42 9.51
H -27.58 0.98 8.39
H -25.10 2.56 8.93
H -25.15 1.21 7.70
H -24.63 4.07 7.08
H -23.81 3.32 4.98
H -25.41 2.63 4.99
H -24.01 1.62 5.42
H -22.95 2.67 8.46
H -22.82 1.75 7.15
C -23.61 -2.24 10.56
C -23.71 -0.88 11.25
O -22.59 -0.13 10.87
H -22.69 -2.76 10.79
H -23.55 -2.03 9.50
H -24.51 -2.79 10.84
H -23.65 -0.99 12.34
H -24.67 -0.42 11.03
H -21.87 -0.36 11.46
C -18.46 5.77 6.62
C -19.40 6.21 7.72
O -20.68 6.32 7.16
H -18.91 4.93 6.09
H -17.48 5.45 6.97
H -18.38 6.60 5.91
H -19.11 7.14 8.20
H -19.45 5.52 8.57
H -21.02 5.43 6.99
C -16.90 -6.21 8.38
C -16.22 -5.53 7.22
O -15.04 -6.31 6.91
H -16.25 -6.15 9.26
H -17.07 -7.27 8.22
H -17.85 -5.71 8.59
H -15.94 -4.49 7.41
H -16.81 -5.41 6.31
H -14.91 -6.24 5.96
C -12.46 -2.55 8.16
C -12.54 -3.52 9.35
O -12.14 -4.79 8.95
H -13.18 -2.80 7.38
H -11.49 -2.60 7.69
H -12.54 -1.49 8.43
H -13.49 -3.56 9.89
H -11.85 -3.11 10.08
H -12.76 -5.06 8.26
C -15.01 -0.18 2.32
C -16.03 0.71 1.66
O -15.37 1.36 0.63
H -15.47 -0.76 3.12
H -14.28 0.44 2.83
H -14.55 -0.92 1.66
H -16.25 1.47 2.41
H -16.96 0.30 1.27
H -15.36 0.84 -0.17
```

C34H98O15 | ωB97M-V/def2-TZVPD

Results
E: -67557.141 eV
Charge: 0
LUMO: 0.10 eV
HOMO-LUMO gap: 9.56 eV

The geometry in XYZ format:
```
147
C34H98O15 ωB97M-V/def2-TZVPD
C -0.01 3.25 -5.81
C 1.49 3.04 -5.73
O 1.78 2.29 -4.55
H -0.31 3.80 -4.91
H -0.58 2.33 -5.91
H -0.32 3.93 -6.61
H 2.02 3.99 -5.72
H 1.79 2.46 -6.60
H 1.63 2.84 -3.77
C 1.65 6.43 0.83
C 2.62 5.31 0.50
O 1.93 4.05 0.64
H 2.12 7.38 0.61
H 1.30 6.39 1.86
H 0.77 6.39 0.18
H 3.46 5.37 1.20
H 3.04 5.40 -0.51
H 2.61 3.38 0.80
C 1.52 1.78 3.76
C 1.60 0.96 5.04
O 0.27 0.55 5.37
H 1.27 1.21 2.87
H 2.51 2.23 3.64
H 0.84 2.62 3.90
H 2.03 1.59 5.84
H 2.27 0.10 4.96
H 0.34 -0.12 6.06
C 3.66 -1.39 1.97
C 4.69 -1.09 3.04
O 4.66 0.31 3.29
H 2.65 -1.09 2.25
H 3.63 -2.48 1.82
H 3.97 -0.92 1.04
H 5.69 -1.33 2.65
H 4.44 -1.65 3.94
H 5.23 0.55 4.02
C 2.03 -4.40 -0.28
C 3.38 -5.05 -0.51
O 4.30 -4.18 -1.16
H 1.57 -4.12 -1.23
H 2.11 -3.49 0.32
H 1.34 -5.10 0.19
H 3.25 -5.95 -1.12
H 3.84 -5.35 0.43
H 4.04 -4.05 -2.08
O 0.99 -0.37 -3.96
H 0.92 -0.26 -3.00
H 1.15 0.54 -4.27
O 1.03 3.58 -2.03
H 0.79 4.45 -2.38
H 1.44 3.76 -1.16
C 2.08 -5.07 3.90
C 1.77 -3.71 4.51
C 0.62 -2.91 3.91
O 1.55 -3.90 5.91
H 2.88 -5.60 4.42
H 2.29 -5.02 2.83
H 1.18 -5.68 4.03
H 2.64 -3.04 4.47
H 0.57 -2.01 4.52
H -0.29 -3.50 4.06
H 0.78 -2.66 2.86
H 0.67 -4.26 6.07
C -5.74 -1.51 -1.89
C -5.84 -0.45 -0.78
C -4.51 -0.26 -0.04
O -6.18 0.79 -1.39
H -5.28 -2.45 -1.59
H -5.06 -1.13 -2.66
H -6.74 -1.65 -2.29
H -6.63 -0.71 -0.08
H -4.55 0.59 0.64
H -3.63 -0.10 -0.67
H -4.29 -1.15 0.55
H -5.42 1.03 -1.95
C -3.33 4.74 1.30
C -3.06 3.93 2.56
C -1.58 3.89 2.90
O -3.84 4.47 3.63
H -3.01 4.15 0.43
H -2.78 5.68 1.21
H -4.40 4.90 1.23
H -3.45 2.92 2.42
H -1.02 3.61 2.01
H -1.30 3.28 3.76
H -1.28 4.90 3.19
H -3.46 4.20 4.47
C -3.92 3.17 -1.97
C -3.40 2.45 -3.19
C -1.92 2.12 -3.02
O -4.09 1.21 -3.35
H -4.93 3.56 -2.10
H -3.37 4.06 -1.64
H -3.89 2.49 -1.11
H -3.58 3.09 -4.07
H -1.81 1.47 -2.15
H -1.34 3.02 -2.77
H -1.47 1.60 -3.87
H -3.62 0.67 -3.98
C -2.18 -2.50 -1.54
C -1.11 -3.11 -2.45
C -0.40 -4.29 -1.78
O -1.73 -3.53 -3.66
H -1.82 -2.34 -0.52
H -3.03 -3.18 -1.45
H -2.51 -1.55 -1.95
H -0.32 -2.39 -2.68
H -0.14 -4.02 -0.76
H 0.53 -4.58 -2.28
H -1.06 -5.16 -1.78
H -2.40 -4.19 -3.44
C -0.99 0.94 0.38
C 0.36 0.47 -0.16
C 0.55 -1.02 -0.01
O 0.48 0.79 -1.54
H -1.06 0.74 1.45
H -1.85 0.44 -0.08
H -1.14 2.02 0.28
H 1.14 0.99 0.42
H 1.53 -1.26 -0.43
H -0.27 -1.56 -0.48
H 0.63 -1.32 1.04
H 0.48 1.75 -1.65
C 4.16 -0.22 -2.76
C 4.98 0.86 -2.03
C 4.30 2.22 -2.09
O 5.19 0.50 -0.68
H 4.15 0.03 -3.83
H 3.13 -0.18 -2.40
H 4.66 -1.19 -2.69
H 5.90 0.93 -2.63
H 4.42 2.59 -3.12
H 4.79 2.95 -1.45
H 3.23 2.22 -1.86
H 5.87 -0.18 -0.64
C -3.20 -2.89 1.71
C -2.96 -4.30 1.17
C -1.48 -4.49 0.86
O -3.30 -5.25 2.20
H -2.74 -2.69 2.67
H -4.26 -2.64 1.85
H -2.79 -2.15 1.01
H -3.55 -4.51 0.27
H -0.87 -4.39 1.76
H -1.22 -3.70 0.15
H -1.28 -5.42 0.32
H -4.26 -5.29 2.28
```